55
Properties=species:S:1:pos:R:3:forces:R:3:lowdin_charge:R:1 method="wB97M-V/def2-TZVPD" mol_weight_g_mol=769.5 de_lowest_kj_mol=0.0 lumo_energy_ha=-0.064 largest_force_ha_per_bohr=0.013
Os -0.3275 -0.9749 -0.7035 0.4 -0.4 -0.4 1.571
C -1.8363 2.6252 -0.1199 -0.1 0.1 0.0 0.021
C -2.5822 1.3410 -0.0877 0.0 -0.1 -0.1 -0.292
N -2.1506 0.1270 -0.4129 0.1 0.3 0.2 0.023
C -3.2318 -0.7167 -0.3393 0.0 0.0 0.0 -0.116
C -4.3285 -0.0220 0.0526 0.0 0.1 0.0 -0.059
N -3.8953 1.2660 0.2098 0.0 0.0 0.0 0.197
C -5.7516 -0.3680 0.3008 -0.1 -0.1 0.1 -0.480
O -6.1041 -1.6094 0.0515 0.0 0.2 0.0 0.150
O -6.4978 0.4863 0.7141 0.0 0.0 -0.1 0.113
C -3.0394 -2.1111 -0.7742 0.1 -0.2 0.2 -0.534
O -3.9756 -2.9022 -0.7783 0.0 0.0 -0.1 0.090
O -1.8343 -2.3453 -1.1543 0.1 0.1 -0.2 -0.121
H -0.9133 2.5042 -0.6776 0.0 0.0 0.0 0.065
H -1.5824 2.9634 0.8847 0.0 0.0 0.0 0.090
H -2.4421 3.3900 -0.6065 0.0 0.0 0.0 0.096
H -4.5094 2.0178 0.4882 0.0 0.0 0.0 0.181
H -5.3310 -2.1584 -0.2773 0.0 -0.1 0.0 0.073
Cl 2.4757 -4.2201 4.4697 0.0 0.0 0.0 0.681
C 2.0729 -3.6786 2.8860 0.1 0.0 0.1 -0.697
C 2.8313 -4.1006 1.7869 0.1 -0.1 0.0 -0.700
Cl 4.1683 -5.1593 2.0208 0.0 0.0 0.0 0.678
C 2.5170 -3.6669 0.5054 -0.1 0.1 0.0 -0.616
Cl 3.4246 -4.1346 -0.8783 0.0 0.0 0.0 0.724
C 1.4436 -2.8001 0.3270 0.1 0.0 0.1 -0.344
O 1.0606 -2.3311 -0.8712 -0.2 0.0 0.4 -0.249
C 0.6867 -2.3884 1.4263 -0.1 0.1 -0.3 -0.345
O -0.3556 -1.5918 1.1581 -0.1 0.2 0.0 -0.217
C 0.9971 -2.8188 2.7103 0.0 0.0 -0.1 -0.614
Cl 0.0341 -2.2586 4.0204 0.0 0.0 0.0 0.726
C 3.4945 0.2830 -1.8890 0.0 -0.1 -0.1 -0.138
Si 1.6927 0.6461 -2.1273 -0.2 0.4 0.0 0.432
C 0.8133 -0.6431 -3.1651 0.1 -0.2 0.3 -0.174
C 1.3537 2.2963 -2.9431 0.1 0.0 -0.1 -0.162
N 0.7986 0.5404 -0.5845 0.0 0.2 0.4 -0.230
C 0.9826 1.4182 0.5199 0.1 -0.1 -0.1 -0.322
C 1.9439 2.4305 0.4503 0.0 0.0 0.1 -0.046
C 2.1544 3.2895 1.5165 0.0 0.0 0.0 -0.070
C 1.4100 3.1595 2.6789 0.0 0.0 0.0 -0.081
C 0.4581 2.1545 2.7599 0.0 0.0 0.0 -0.071
C 0.2354 1.2959 1.6947 0.1 0.0 0.0 -0.062
H 3.9868 0.2212 -2.8628 0.0 0.0 0.0 0.045
H 3.6204 -0.6817 -1.3923 0.0 0.0 0.0 0.035
H 4.0062 1.0429 -1.2991 0.0 0.0 0.0 0.032
H 0.8947 -0.3663 -4.2176 -0.2 0.0 0.0 0.056
H -0.2841 -0.6911 -2.9860 -0.2 0.0 0.0 0.030
H 1.2070 -1.6490 -3.0184 0.1 0.1 -0.2 0.038
H 1.8166 2.3046 -3.9337 0.0 0.0 0.0 0.040
H 1.7197 3.1678 -2.4034 0.0 0.0 0.0 0.027
H 0.2781 2.4210 -3.0931 0.0 0.0 0.0 0.036
H 2.5570 2.5446 -0.4309 0.0 0.0 -0.1 0.075
H 2.9108 4.0592 1.4354 0.0 0.0 0.0 0.108
H 1.5734 3.8300 3.5118 0.0 0.0 0.0 0.105
H -0.1273 2.0302 3.6619 0.0 0.0 0.0 0.112
H -0.5192 0.5320 1.7855 0.0 -0.1 0.0 0.091



37
Properties=species:S:1:pos:R:3:forces:R:3:lowdin_charge:R:1 method="wB97M-V/def2-TZVPD" mol_weight_g_mol=341.4 de_lowest_kj_mol=0.0 lumo_energy_ha=0.011 largest_force_ha_per_bohr=0.030 smiles="COC(=O)c1c(NC(=O)C[C@H]2SC(N)=NC2=O)sc(C)c1C"
C -2.7400 -3.9895 -0.7988 0.3 -0.4 -0.2 -0.042
O -3.0510 -2.6570 -0.4285 -0.1 0.4 0.1 -0.042
C -2.0560 -1.7690 -0.5452 0.3 0.0 -0.1 -0.426
O -0.9454 -2.0952 -0.9419 -0.1 -0.2 0.0 0.072
C -2.4107 -0.4116 -0.1683 0.3 0.4 0.0 -0.109
C -1.4691 0.5992 -0.2732 -0.3 0.0 0.1 -0.428
N -0.1817 0.4404 -0.7127 0.0 -0.3 -0.1 0.099
C 0.6837 1.4860 -0.7767 0.4 -0.2 -0.4 -0.502
O 0.3455 2.6094 -0.4631 0.3 0.2 0.0 0.002
C 2.0863 1.1099 -1.2035 0.0 0.2 0.1 -0.103
C 2.9518 0.9262 0.0427 0.1 0.1 -0.1 -0.456
S 2.4202 -0.4619 1.0671 0.1 -0.2 0.1 1.019
C 4.0168 -1.2109 0.8403 -0.7 0.8 -0.1 -0.681
N 4.2567 -2.3853 1.4094 0.0 -0.3 0.2 0.127
N 4.8697 -0.5647 0.1319 1.2 -0.9 0.0 0.120
C 4.4294 0.6189 -0.3660 -0.9 0.4 0.2 -0.518
O 5.0473 1.3767 -1.0601 0.1 0.2 -0.2 0.100
S -2.0666 2.1284 0.2118 -0.7 -0.4 0.2 1.183
C -3.6229 1.4197 0.5735 0.4 -0.2 -0.2 -0.515
C -4.7108 2.2969 1.0921 0.0 -0.1 0.0 -0.106
C -3.6627 0.0830 0.3274 0.0 0.3 0.1 -0.268
C -4.8681 -0.7694 0.5487 0.0 0.1 0.0 -0.027
H -3.6527 -4.5630 -0.6584 0.0 0.0 0.0 0.095
H -2.4176 -4.0307 -1.8416 0.0 0.0 0.1 0.098
H -1.9386 -4.3837 -0.1698 -0.1 0.0 -0.1 0.097
H 0.0538 -0.5279 -0.9467 0.1 0.3 0.0 0.118
H 2.0809 0.1933 -1.7962 0.0 0.0 0.0 0.132
H 2.5203 1.9225 -1.7896 -0.1 -0.1 0.0 0.137
H 2.9238 1.8374 0.6462 0.1 -0.1 -0.1 0.126
H 3.5458 -2.8486 1.9470 0.1 0.0 0.0 0.101
H 5.1615 -2.8086 1.2898 0.0 0.0 0.0 0.119
H -4.3509 3.3191 1.1715 -0.1 0.1 0.1 0.064
H -5.5722 2.2846 0.4247 -0.1 0.1 0.0 0.083
H -5.0387 1.9685 2.0783 0.0 0.1 0.1 0.083
H -5.6883 -0.1748 0.9394 -0.1 0.0 0.0 0.073
H -5.1789 -1.2326 -0.3856 -0.1 -0.1 0.0 0.087
H -4.6415 -1.5678 1.2524 -0.1 -0.1 0.0 0.086



56
Properties=species:S:1:pos:R:3:forces:R:3:lowdin_charge:R:1 method="wB97M-V/def2-TZVPD" mol_weight_g_mol=680.0 de_lowest_kj_mol=41.4 lumo_energy_ha="-0.253 / -0.253" largest_force_ha_per_bohr=0.023 total_charge=+2
Sn 0.3033 -0.5010 0.6744 -1.0 0.5 -0.1 1.023
C 1.3644 0.3192 5.3070 0.0 0.0 0.1 0.048
O 2.3483 0.5558 4.2505 -0.1 -0.1 0.0 0.050
C 1.9440 0.4847 3.0257 0.1 0.2 -0.1 -0.554
O 0.7719 0.2490 2.6719 0.2 -0.1 0.3 -0.120
N 2.9242 0.7147 2.1223 -0.1 0.0 0.1 0.064
N 2.5845 0.7700 0.7648 0.2 -0.1 0.0 0.025
H 1.9490 0.2168 6.2122 0.0 0.0 0.0 0.111
H 0.8068 -0.5879 5.0979 0.0 0.0 0.0 0.104
H 0.6981 1.1740 5.3719 0.0 0.0 0.0 0.111
H 3.8619 0.9174 2.4382 0.0 0.0 0.0 0.185
H 3.1709 0.1197 0.2491 0.1 0.0 0.0 0.109
H 2.7648 1.7064 0.4118 0.0 0.0 -0.1 0.115
N -3.8212 2.2506 -1.9334 0.4 0.2 -0.5 0.161
C -2.3277 2.1274 -1.7561 0.0 0.2 -0.2 -0.359
C -1.6603 1.7259 -3.0593 0.0 0.0 0.0 -0.093
C -0.1568 1.5277 -2.8480 -0.2 0.1 0.0 -0.340
N 0.0841 0.2777 -2.0771 0.6 -0.2 0.2 0.018
C 0.4752 2.7537 -2.1833 -0.1 -0.2 0.1 -0.097
C -0.2577 3.2854 -0.9498 -0.2 0.0 -0.1 -0.348
N -0.0525 2.4010 0.2150 0.5 0.0 0.1 0.005
C -1.7571 3.4320 -1.2234 0.0 0.0 0.0 -0.090
H -4.2132 1.4071 -2.3570 0.0 0.0 0.0 0.147
H -4.0751 3.0498 -2.5168 0.0 0.0 0.0 0.173
H -4.2910 2.3166 -1.0086 -0.1 -0.1 0.2 -0.073
H -2.1900 1.3371 -1.0238 -0.1 0.1 -0.1 -0.036
H -1.8035 2.5029 -3.8177 0.0 0.0 0.0 0.141
H -2.0979 0.8012 -3.4499 0.0 0.0 0.0 0.133
H 0.2940 1.4316 -3.8380 0.0 -0.1 0.0 0.150
H 1.0691 0.0463 -2.1977 0.0 0.0 -0.2 0.082
H -0.4074 -0.4912 -2.5278 0.0 0.0 0.0 0.091
H 0.5055 3.5526 -2.9277 0.1 0.0 0.0 0.137
H 1.5165 2.5325 -1.9247 0.0 0.0 -0.1 0.117
H 0.1329 4.2845 -0.7414 0.0 0.0 0.0 0.149
H -0.6599 2.6768 0.9826 -0.1 0.0 0.0 0.076
H 0.8898 2.5575 0.5602 -0.1 0.1 0.0 0.054
H -1.8939 4.2261 -1.9656 0.0 0.0 0.0 0.141
H -2.2742 3.7409 -0.3098 0.0 0.0 0.0 0.136
I -2.4156 -0.0229 1.0020 -0.3 -0.2 0.2 0.351
I -5.2163 0.9223 0.6948 -0.1 -0.1 0.4 0.100
C 1.6196 -5.1822 1.1557 0.1 -0.2 0.0 -0.168
Si 0.6943 -3.8388 0.2889 0.0 0.0 0.1 0.392
C -1.0385 -3.7163 0.9584 -0.1 0.0 0.0 -0.208
C 0.6820 -4.0080 -1.5603 0.0 0.0 -0.2 -0.170
C 1.5768 -2.1898 0.6636 0.4 0.3 -0.2 -0.408
H 1.2454 -6.1535 0.8198 0.0 0.0 0.1 0.049
H 1.4678 -5.1258 2.2360 0.0 0.0 0.0 0.044
H 2.6925 -5.1557 0.9544 0.0 0.0 0.0 0.044
H -1.5001 -4.7065 1.0010 0.0 0.0 0.0 0.053
H -1.6880 -3.0936 0.3383 0.0 0.0 0.0 -0.006
H -1.0521 -3.3187 1.9786 0.0 0.0 0.0 0.038
H 0.3930 -5.0181 -1.8606 0.0 0.1 0.0 0.049
H 1.6705 -3.8153 -1.9860 0.0 0.0 0.0 0.040
H -0.0340 -3.3190 -2.0206 0.0 0.0 0.0 0.026
H 2.3765 -1.9873 -0.0552 0.1 -0.3 0.0 0.007
H 2.0061 -2.1632 1.6725 0.0 -0.1 0.0 0.022



11
Properties=species:S:1:pos:R:3:forces:R:3:lowdin_charge:R:1 method="wB97M-V/def2-TZVPD" mol_weight_g_mol=74.1 de_lowest_kj_mol=225.0 lumo_energy_ha=0.039 largest_force_ha_per_bohr=0.065 smiles=C1COCO1
C -0.8639 0.6228 -0.2327 -3.1 0.8 -0.9 -0.209
C -0.6061 -0.7776 0.2770 -1.2 0.5 -0.8 -0.233
O 0.5922 -0.9846 -0.3874 1.8 -0.4 0.4 -0.120
C 1.3579 0.1617 0.0006 -0.7 -0.7 0.0 -0.181
O 0.3950 1.2421 0.0317 -0.1 -0.2 -0.9 -0.114
H -1.2312 0.4998 -1.4097 1.5 0.6 2.7 0.165
H -1.7867 1.1872 0.2555 2.3 -0.9 -0.6 0.151
H -1.3957 -1.4412 -0.1072 0.5 -0.2 0.6 0.136
H -0.3453 -0.7978 1.3311 -0.9 -0.2 0.5 0.124
H 2.0837 0.1625 -0.8147 0.3 1.0 0.4 0.131
H 1.8002 0.1250 1.0556 -0.4 -0.3 -1.4 0.150



17
Properties=species:S:1:pos:R:3:forces:R:3:lowdin_charge:R:1 method="wB97M-V/def2-TZVPD" mol_weight_g_mol=151.3 de_lowest_kj_mol=379.7 lumo_energy_ha=0.026 largest_force_ha_per_bohr=0.056 smiles="C/C=N/O.C=C(S)S"
C 1.8755 0.2869 0.4761 1.8 -1.8 -0.3 -0.109
C 0.9316 0.7486 1.4796 -0.1 -0.2 1.8 -0.244
N 0.1338 1.6205 1.0194 -0.1 0.0 1.1 -0.107
O -0.9128 2.0514 1.8338 0.3 0.5 -0.5 -0.048
H 1.3797 -0.5828 -0.0512 0.8 1.0 0.1 0.069
H 2.7974 -0.1238 0.9527 -0.6 0.2 -0.3 0.088
H 2.1978 1.1062 -0.1592 -0.2 -0.2 -0.4 0.086
H 1.0361 0.2345 2.5159 -1.0 1.3 -1.5 0.166
H -1.2408 2.7932 1.2853 -0.1 -0.5 0.7 0.106
C -0.6147 -1.6215 -0.2239 -1.8 0.9 -2.1 -0.142
C -1.1971 -1.1038 -1.3273 1.0 1.0 1.5 -1.163
S -1.4679 0.6516 -1.4880 0.9 -0.4 0.5 0.718
S -1.6764 -2.1193 -2.5906 -0.7 -1.2 -1.2 0.771
H -0.6158 -0.9892 0.5995 0.4 0.7 1.6 0.018
H -0.5434 -2.6567 -0.1429 0.5 -1.6 0.3 0.041
H -0.4266 0.9496 -0.5814 -1.2 0.1 -1.0 -0.116
H -1.6565 -1.2456 -3.5980 0.1 0.2 -0.1 -0.135



27
Properties=species:S:1:pos:R:3:forces:R:3:lowdin_charge:R:1 method="wB97M-V/def2-TZVPD" mol_weight_g_mol=419.2 lumo_energy_ha="-0.013 / -0.022" largest_force_ha_per_bohr=0.037
C -0.6188 0.3019 -3.8576 0.6 0.5 0.5 -0.201
C -1.4236 1.3750 -3.4076 0.6 -0.3 0.2 -0.161
C -0.5896 2.3657 -2.8204 1.1 -0.6 0.3 -0.187
C 0.7652 1.8838 -2.8602 -0.8 0.6 -0.3 -0.323
C 0.7605 0.5890 -3.5165 -0.8 0.1 -0.3 -0.369
Bi 0.8957 -0.1850 -0.8466 -0.8 1.3 -1.2 0.897
P -0.2389 -2.7073 -0.7729 0.2 -0.7 0.0 0.465
H -0.9502 -0.5691 -4.4215 0.0 0.2 0.3 0.075
H -2.5182 1.4165 -3.4389 0.5 0.0 -0.1 0.086
H -0.9081 3.3197 -2.3699 0.2 -0.7 -0.3 0.088
H 1.6331 0.1355 -3.9995 -0.3 0.1 0.3 0.075
H 1.6658 2.4952 -2.7256 -0.4 -0.3 0.2 0.083
H 0.8382 -3.5144 -1.3067 -1.0 0.0 0.4 -0.118
H -1.4099 -3.1745 -1.5114 0.9 0.2 0.7 -0.095
H -0.3961 -3.2033 0.5800 -0.1 -0.2 -1.0 -0.127
S -0.4708 1.6209 0.6755 0.1 -0.2 1.3 0.424
C -0.1580 0.9140 2.2354 0.1 0.7 -1.6 -0.781
N -1.0259 -0.0780 2.6323 -0.3 -0.5 0.4 0.002
C -0.6618 -1.0801 3.4934 0.8 0.4 0.1 -0.097
C 0.5794 -1.0404 4.0804 -1.2 -1.0 0.0 -0.094
C 1.4466 0.0389 3.8136 0.2 1.3 -0.3 -0.086
C 1.0686 1.0313 2.9206 0.5 -0.9 0.4 -0.120
H -1.9018 -0.1356 2.1245 0.2 0.0 0.1 0.128
H -1.4124 -1.8453 3.6383 0.2 -0.1 0.2 0.117
H 0.8710 -1.8511 4.7488 -0.1 0.3 -0.2 0.103
H 2.4114 0.0737 4.3123 -0.1 0.1 -0.1 0.105
H 1.7486 1.8229 2.6001 -0.3 -0.2 0.2 0.109